(1)
Here is C4H7Cl2F in the gas phase in a non-equilibrium geometry from OMol25. Energies are from the ωB97M-V functional and the def2-TZVPD basis.

Structure (XYZ):
```
14
Properties=species:S:1:pos:R:3:forces:R:3:lowdin_charge:R:1
Cl 0.346 -1.010 -2.097 -1.224 1.575 0.685 0.521
Cl -2.083 1.385 -0.938 -1.561 0.462 -1.062 0.650
F 2.198 -0.790 0.400 -3.003 -2.099 0.617 -0.159
C 0.631 1.277 -0.177 1.501 -3.305 4.272 -0.108
C -1.480 0.065 0.010 -1.252 -0.606 3.040 -0.672
C -0.105 -0.215 -0.395 5.489 -1.101 0.449 -0.784
C 0.787 -1.300 0.436 -1.515 1.198 1.935 -0.178
H 0.268 1.663 -1.086 0.814 1.794 -0.730 -0.014
H 0.137 1.721 0.882 1.257 -0.797 -3.283 0.126
H -1.246 0.651 1.025 -1.130 -2.139 -1.618 0.100
H -2.242 -0.800 0.145 1.326 1.538 -0.450 0.124
H 1.806 1.031 0.172 -3.374 1.375 -1.999 0.137
H 0.248 -1.291 1.531 2.236 0.162 -2.011 0.150
H 0.737 -2.390 0.091 0.436 1.943 0.155 0.106
```
Forces are in eV/Å.

Its HOMO-LUMO gap is 11.085 eV. The HOMO energy is -10.57 eV. Its LUMO energy is 0.0188 Ha. As for the structure (SMILES): C[C@@](Cl)(CF)CCl.



(2)
Here is a gas-phase ion, C4H7Cl2N2S (charge +1) in a non-equilibrium geometry from OMol25. Energies are from the ωB97M-V functional and the def2-TZVPD basis.

Structure (XYZ):
```
16
Properties=species:S:1:pos:R:3:forces:R:3:lowdin_charge:R:1
Cl 1.298 1.943 -1.767 -0.037 0.001 0.259 0.684
Cl 2.104 -2.439 -0.025 0.532 -0.789 0.093 0.856
S -1.174 0.679 -0.460 0.141 0.020 -0.072 0.881
N -1.622 -1.936 0.051 -0.239 -0.299 0.049 0.111
N 1.491 0.161 0.063 0.626 -2.018 0.074 -0.010
C 0.788 1.284 -0.194 -0.659 0.604 -0.517 -1.025
C -1.014 -0.941 -0.876 2.016 0.597 0.593 -0.551
C 1.319 -1.025 -0.131 -2.167 1.980 -0.505 -0.632
C 0.778 2.314 0.899 -0.055 0.242 0.110 -0.122
H 0.297 1.919 1.789 -0.016 -0.087 0.067 0.084
H -0.973 -1.272 -1.900 -0.113 -0.247 -0.069 0.077
H 0.244 3.203 0.571 -0.065 -0.032 -0.037 0.087
H -0.960 -2.676 0.319 -0.214 0.146 -0.005 0.142
H -1.935 -1.428 0.890 0.122 -0.206 -0.119 0.150
H 1.799 2.604 1.148 0.005 -0.010 -0.099 0.097
H -2.440 -2.391 -0.376 0.123 0.100 0.178 0.170
```
Forces are in eV/Å.

Its HOMO-LUMO gap (alpha / beta) is 8.598 / 8.597 eV. The HOMO energy (alpha / beta) is -12.97 / -12.97 eV. Its LUMO energy (alpha / beta) is -0.1607 / -0.1608 Ha. The total charge is +1.



(3)
Here is a molecular structure, C4H7Cl2O3P in a non-equilibrium geometry from OMol25. Energies are from the ωB97M-V functional and the def2-TZVPD basis.

Structure (XYZ):
```
17
Properties=species:S:1:pos:R:3:forces:R:3:lowdin_charge:R:1
Cl 0.951 2.260 -0.481 0.579 3.352 0.834 0.773
Cl -1.856 -4.265 9.378 -0.016 -0.027 0.069 -1.000
P 1.266 0.202 -2.549 -1.835 1.142 -2.935 0.125
O 1.113 -1.250 -2.456 0.243 -1.753 -0.102 -0.358
O 0.034 0.983 -2.958 1.020 -0.595 0.364 -0.398
O 2.555 0.892 -2.673 1.210 0.107 0.266 -0.368
C -1.679 0.185 0.895 1.441 -0.835 -0.370 -0.118
C 1.591 -0.203 -0.101 -2.023 0.667 0.806 -0.040
C 0.578 0.669 -0.294 -1.360 -2.925 0.246 -0.886
C -0.921 0.352 -0.495 -0.645 -0.146 -0.356 -0.281
H -2.777 0.392 0.761 1.083 -0.910 0.470 0.071
H -1.340 1.266 -1.091 0.592 -2.031 1.079 0.107
H -1.265 0.900 1.574 -0.094 1.269 0.281 0.028
H 2.505 0.214 0.144 1.914 0.682 0.021 0.047
H -1.271 -0.732 1.495 -1.610 0.841 -1.529 0.099
H -0.996 -0.607 -1.141 0.014 1.712 1.031 0.123
H 1.513 -1.258 -0.008 -0.513 -0.551 -0.175 0.076
```
Forces are in eV/Å.

Its HOMO-LUMO gap is 6.963 eV. The HOMO energy is -2.26 eV. Its LUMO energy is 0.1727 Ha. The total charge is -2.



(4)
Here is 2 unconnected molecules or ions with the total composition C4H7Cl3Si in a non-equilibrium geometry from OMol25. Energies are from the ωB97M-V functional and the def2-TZVPD basis.

Structure (XYZ):
```
15
Properties=species:S:1:pos:R:3:forces:R:3:lowdin_charge:R:1
Cl -3.613 -0.291 0.274 -1.334 -0.830 0.495 0.499
Cl 2.572 1.987 -0.109 0.137 0.371 -0.073 0.630
Cl -1.866 1.135 -1.400 0.616 -0.297 0.320 0.443
Si -0.720 -1.461 0.364 -1.178 2.770 1.264 0.612
C 0.847 -0.850 -0.319 -0.658 2.483 2.473 -0.263
C 1.371 1.332 0.848 -2.835 -2.468 1.700 -0.570
C 1.521 -0.607 -1.373 1.359 -0.145 -0.749 -0.132
C -1.960 0.188 0.157 1.088 -1.134 -1.671 -1.264
H 0.318 1.762 0.890 1.780 -0.128 -0.651 0.022
H 1.750 -1.392 -2.016 -0.134 -1.565 -1.604 0.044
H -1.364 -2.562 -0.396 0.126 -0.006 0.413 -0.033
H 1.625 0.913 1.872 0.239 0.602 -1.609 0.041
H -0.781 -1.317 1.946 0.246 -0.911 -1.589 0.002
H -1.828 0.918 0.911 0.528 0.556 0.818 -0.032
H 2.128 0.243 -1.650 0.020 0.701 0.463 0.001
```
Forces are in eV/Å.

Its HOMO-LUMO gap (alpha / beta) is 8.208 / 8.190 eV. The HOMO energy (alpha / beta) is -8.40 / -8.48 eV. Its LUMO energy (alpha / beta) is -0.0072 / -0.0108 Ha.



Values of energy above the lowest of the compared OMol25 structures with the same formula, charge and spin, in order: 86.2; 16.3; 41.2; 190.3, all in kcal/mol.
Values of E_tot, in order: -32020.488; -43112.236; -44740.548; -49701.342, all in eV.